{
  "formula": "C61H73F8N3O5S2",
  "method": "ωB97M-V with the def2-TZVPD basis set",
  "orbital_gap_ev": 9.3,
  "e_tot_ha": -4503.87877,
  "elements": ["C", "S", "O", "C", "H", "H", "H", "H", "H", "H", "C", "S", "O", "C", "H", "H", "H", "H", "H", "H", "F", "C", "C", "C", "C", "C", "C", "H", "H", "H", "H", "H", "F", "C", "C", "C", "C", "C", "C", "H", "H", "H", "H", "H", "F", "C", "C", "C", "C", "C", "C", "H", "H", "H", "H", "H", "F", "C", "C", "C", "C", "C", "C", "H", "H", "H", "H", "H", "F", "C", "C", "C", "C", "C", "C", "H", "H", "H", "H", "H", "F", "C", "C", "C", "C", "C", "C", "H", "H", "H", "H", "H", "F", "C", "C", "C", "C", "C", "C", "H", "H", "H", "H", "H", "F", "C", "C", "C", "C", "C", "C", "H", "H", "H", "H", "H", "C", "C", "O", "N", "C", "H", "H", "H", "H", "H", "H", "H", "C", "C", "O", "N", "C", "H", "H", "H", "H", "H", "H", "H", "C", "C", "O", "N", "C", "H", "H", "H", "H", "H", "H", "H"],
  "positions_angstrom": [[-0.5710, 2.2105, 4.6190], [-1.8447, 1.2864, 3.7438], [-1.1655, 0.4310, 2.7137], [-2.2446, 0.0627, 5.0813], [-0.8848, 2.5935, 5.6047], [-0.1516, 2.9781, 3.9101], [0.2403, 1.4748, 4.7176], [-2.5989, 0.5501, 5.9759], [-1.4297, -0.6600, 5.2395], [-3.0900, -0.5067, 4.7355], [2.0272, -0.6232, 3.3682], [2.2490, -0.6134, 5.2002], [0.8906, -0.8085, 5.7661], [3.1003, -2.1816, 5.2155], [1.0013, -0.2903, 3.2410], [2.2718, -1.6056, 2.8547], [2.7742, 0.1195, 2.9148], [2.3399, -2.9566, 5.0138], [3.6151, -2.4594, 6.1917], [3.7721, -2.0580, 4.3617], [4.0809, -3.8645, 1.8392], [3.5148, -3.9720, 0.5682], [2.2284, -4.4138, 0.4015], [1.8195, -4.6969, -0.8909], [2.6522, -4.4107, -1.9201], [3.9416, -3.9377, -1.7543], [4.4215, -3.7543, -0.5098], [1.5187, -4.7052, 1.1871], [0.7925, -5.1151, -1.1426], [2.1823, -4.4711, -2.9175], [4.5495, -3.7920, -2.6118], [5.4616, -3.4848, -0.2532], [0.7063, -4.8696, 5.8054], [0.1445, -4.8364, 4.5835], [-0.1770, -3.5612, 4.0238], [-0.7578, -3.5385, 2.7612], [-0.9844, -4.7610, 2.0829], [-0.6485, -5.9329, 2.6594], [-0.0599, -6.0322, 3.9304], [-0.1457, -2.6588, 4.6420], [-1.1008, -2.6586, 2.3041], [-1.5271, -4.7737, 1.1415], [-0.7351, -6.8908, 2.0875], [0.3002, -6.9548, 4.4110], [-5.4164, 4.1923, 2.0699], [-4.4561, 4.7918, 1.3466], [-4.8876, 5.6991, 0.3928], [-3.9664, 6.3396, -0.3734], [-2.6232, 6.1721, -0.1288], [-2.2402, 5.2819, 0.8240], [-3.1674, 4.6113, 1.6399], [-5.9167, 5.8547, 0.2233], [-4.2673, 6.9499, -1.1860], [-1.8171, 6.8269, -0.6087], [-1.1950, 5.2760, 0.9828], [-2.8363, 3.9313, 2.4476], [-5.4208, 0.8688, 0.3020], [-4.6979, -0.0506, -0.2667], [-5.3034, -0.7233, -1.2818], [-4.5898, -1.6449, -2.0729], [-3.2841, -1.9155, -1.7731], [-2.6618, -1.1565, -0.7325], [-3.3440, -0.1942, 0.0283], [-6.3626, -0.4930, -1.5503], [-5.0390, -2.2576, -2.8465], [-2.6687, -2.6109, -2.3840], [-1.6162, -1.3792, -0.6100], [-3.0183, 0.3010, 0.8900], [1.9434, 5.2310, 2.8993], [2.7456, 4.2046, 3.0742], [3.5040, 3.7901, 1.9508], [4.5162, 2.9045, 2.1981], [4.7667, 2.3951, 3.5032], [3.9797, 2.8230, 4.5685], [2.9437, 3.7191, 4.3454], [3.2797, 4.2988, 0.9739], [5.2060, 2.7062, 1.3629], [5.6154, 1.7140, 3.6848], [4.1387, 2.4302, 5.5618], [2.2695, 4.1572, 5.0457], [0.1841, 5.7159, -2.6253], [-1.0956, 5.3653, -2.8526], [-1.4259, 4.0822, -2.4621], [-2.7051, 3.6238, -2.6534], [-3.6499, 4.4676, -3.2198], [-3.2989, 5.7065, -3.7068], [-1.9588, 6.0963, -3.6041], [-0.6741, 3.6079, -1.8670], [-2.9141, 2.5741, -2.3839], [-4.7001, 4.2132, -3.1678], [-4.0233, 6.4114, -4.0988], [-1.6638, 7.1542, -3.9180], [5.6479, 3.5119, -3.4740], [5.5752, 2.4628, -2.5886], [4.4213, 2.1852, -1.8867], [4.4364, 1.0614, -1.0389], [5.5813, 0.1750, -0.9739], [6.7128, 0.5953, -1.6244], [6.7059, 1.6740, -2.4743], [3.5952, 2.9094, -2.0053], [3.5495, 0.9132, -0.4112], [5.5190, -0.7740, -0.4604], [7.5663, -0.0754, -1.6393], [7.6250, 2.0352, -2.9493], [-3.3053, -4.5988, -0.4020], [-4.5409, -4.6187, 0.0184], [-5.5266, -4.9957, -0.8669], [-6.8706, -4.9884, -0.4882], [-7.1677, -4.7401, 0.8286], [-6.1712, -4.4448, 1.7375], [-4.8315, -4.3893, 1.3373], [-5.1390, -5.2578, -1.8617], [-7.7519, -5.1060, -1.1560], [-8.1590, -4.7013, 1.1662], [-6.3733, -4.3350, 2.7846], [-4.0931, -4.1643, 2.0829], [-0.1495, 2.7254, 0.3726], [0.7044, 1.7147, -0.2823], [1.3264, 2.0482, -1.2628], [0.6409, 0.4275, 0.2260], [1.1597, -0.7051, -0.4190], [0.3599, 3.7377, 0.3809], [-0.3610, 2.5832, 1.4459], [-1.1164, 2.7186, -0.1583], [-0.0491, 0.2683, 0.9858], [0.6177, -1.0315, -1.3809], [1.1669, -1.6302, 0.2634], [2.1860, -0.5503, -0.7081], [3.4572, -1.1407, -3.7398], [2.6021, -0.1244, -4.4897], [2.5412, -0.1997, -5.7075], [2.1080, 1.0234, -3.8691], [1.5220, 2.1170, -4.6333], [2.6913, -1.7754, -3.1611], [4.2508, -0.7379, -3.0448], [3.9813, -1.7303, -4.4950], [2.0321, 1.1243, -2.8286], [2.1718, 2.9734, -4.7350], [0.6405, 2.4340, -4.1159], [1.1919, 1.7127, -5.5929], [0.7488, -3.3400, -5.0637], [0.0004, -2.4523, -4.0778], [-0.3826, -2.8410, -2.9845], [-0.1271, -1.1601, -4.5026], [-1.0886, -0.1200, -3.9634], [1.8309, -2.9896, -5.2093], [0.3545, -3.2707, -6.0817], [0.9114, -4.3889, -4.7976], [0.3238, -0.9253, -5.3599], [-1.1812, 0.6106, -4.7608], [-0.7162, 0.2810, -3.0215], [-2.0218, -0.6404, -3.7210]]
}